(1)
DFT (ωB97M-V/def2-TZVPD) results for a cluster of 24 separate species, C28H104N44O24 in total.

```
! wB97M-V def2-TZVPD RIJCOSX def2/J DEFGRID3
* xyz 0 1
C 5.5250 -3.3657 -4.5014
C 5.7072 -2.1867 -3.5570
C 7.1525 -1.6475 -3.4252
O 4.8309 -1.2223 -3.9126
H 6.2554 -4.1639 -4.6341
H 5.2976 -3.1085 -5.5359
H 4.7171 -4.0115 -4.1574
H 5.5067 -2.5840 -2.5620
H 7.7165 -2.4368 -2.9281
H 7.0407 -0.8361 -2.7060
H 7.6382 -1.2925 -4.3341
H 4.9529 -0.5032 -3.2885
C 0.7668 0.4312 1.0821
C -0.4923 0.5508 0.1946
C -0.1207 0.4745 -1.2474
O -1.2884 -0.5645 0.3892
H 1.2752 -0.4950 0.8143
H 0.3835 0.4742 2.1016
H 1.6083 1.1198 1.0051
H -1.0461 1.4835 0.3022
H 0.5107 -0.4125 -1.2998
H 0.4543 1.2931 -1.6802
H -0.9003 0.5051 -2.0085
H -1.7117 -0.2169 1.1777
C 0.3240 -5.7356 2.8199
O 1.1577 -6.0574 3.5789
N -0.6345 -4.9019 3.1161
N 0.2657 -6.2514 1.6823
H -0.6262 -4.3779 3.9795
H -1.3920 -4.7018 2.4787
H -0.4996 -5.9092 1.1190
H 0.7031 -7.1481 1.5253
C 5.5584 -0.8886 1.0808
O 4.3859 -0.6912 0.8824
N 6.1640 -1.5005 2.0528
N 6.5008 -0.4907 0.3090
H 7.1053 -1.8296 1.8925
H 5.7213 -1.9266 2.8543
H 7.4696 -0.3985 0.5791
H 6.1487 -0.0255 -0.5155
C 2.9761 -0.7526 -6.9111
O 2.4262 -0.4564 -7.9672
N 3.9855 -1.5753 -6.8681
N 2.6881 -0.1633 -5.7618
H 4.1651 -2.1264 -7.6952
H 4.3456 -1.8632 -5.9694
H 3.1059 -0.3422 -4.8598
H 1.9675 0.5201 -5.9453
C 2.0660 3.5571 -4.6107
O 1.6278 4.1983 -5.4891
N 3.2071 3.0332 -4.6532
N 1.3717 3.2335 -3.5423
H 3.6406 2.6410 -3.8296
H 3.7219 3.0185 -5.5220
H 1.8215 2.9194 -2.6943
H 0.3859 3.4526 -3.5548
C 0.6968 2.4600 7.3631
O 0.2575 1.9175 6.4099
N 0.0828 3.3121 8.0959
N 1.8547 2.2487 7.8910
H 0.6702 3.8233 8.7391
H -0.8913 3.5766 8.0592
H 2.2124 2.6346 8.7531
H 2.3982 1.6196 7.3175
C -3.6528 -0.6332 2.6976
O -2.6888 -0.0312 3.1921
N -3.7604 -1.7784 2.1623
N -4.9237 -0.2874 2.7845
H -4.6204 -1.9573 1.6639
H -2.8739 -2.2568 2.0879
H -5.1937 0.5577 3.2672
H -5.6298 -0.9784 2.5748
C -5.5857 -2.5292 -1.8863
O -4.7766 -2.8808 -2.7538
N -6.7992 -2.9836 -1.9775
N -5.4254 -1.6748 -0.9785
H -6.9187 -3.6356 -2.7396
H -7.4549 -2.7078 -1.2605
H -6.2412 -1.2077 -0.6091
H -4.4690 -1.3503 -0.9777
C -2.9580 6.1991 -0.0390
O -3.6569 6.1179 -1.0589
N -1.6828 6.2895 0.0185
N -3.4526 6.1464 1.1769
H -1.2269 6.3851 -0.8777
H -1.1818 6.1663 0.8868
H -4.4363 6.3752 1.1745
H -2.8669 6.1311 1.9995
C 4.5278 1.6611 -1.4938
O 5.2470 0.7343 -1.9852
N 4.6047 2.9222 -1.9802
N 3.6167 1.5571 -0.6098
H 5.4200 3.2736 -2.4618
H 3.9521 3.5606 -1.5482
H 2.9209 2.2365 -0.3369
H 3.5628 0.7517 -0.0027
C -1.8310 3.6263 -4.0568
O -1.3807 3.8849 -5.1430
N -1.9113 4.4491 -3.0500
N -2.0437 2.4530 -3.6656
H -2.2999 4.1430 -2.1695
H -1.5516 5.3869 -3.1553
H -2.1099 1.8227 -4.4520
H -2.6841 2.2702 -2.9063
C 3.5687 2.5582 4.0181
O 4.0518 3.2357 3.1768
N 4.3162 1.8733 4.8119
N 2.3663 2.4086 4.4051
H 5.3008 1.8861 4.5873
H 3.9118 1.1906 5.4368
H 1.6715 2.9025 3.8634
H 2.0695 1.6395 4.9887
C -5.5804 0.0670 -4.3227
O -6.4364 0.8752 -4.0282
N -4.4797 -0.0507 -3.6295
N -5.5898 -0.7016 -5.4211
H -4.3482 0.4436 -2.7585
H -3.7588 -0.6732 -3.9652
H -6.3121 -0.5520 -6.1110
H -4.8414 -1.3688 -5.5430
C -2.5762 -3.8991 5.7448
O -1.4571 -3.4152 5.8015
N -3.1084 -4.3389 4.6573
N -3.4004 -4.0664 6.7365
H -3.8899 -4.9724 4.7472
H -2.4843 -4.2908 3.8646
H -3.2590 -3.6981 7.6663
H -4.3502 -4.3626 6.5624
C 2.7407 -1.7937 4.6784
O 3.1105 -0.8119 5.2749
N 2.3705 -2.9424 5.1132
N 2.9645 -1.8743 3.3946
H 2.3498 -2.9987 6.1214
H 2.5942 -3.6644 4.4433
H 3.5220 -1.1553 2.9559
H 2.4943 -2.6499 2.9503
C 1.9697 -2.9214 -1.9731
O 1.6145 -3.3166 -3.0449
N 1.4447 -3.1936 -0.8366
N 2.9911 -2.0997 -1.8661
H 0.6121 -3.7487 -0.6996
H 1.6996 -2.6435 -0.0288
H 3.3748 -1.6416 -1.0518
H 3.3447 -1.9931 -2.8062
C 1.6501 4.1188 -0.0908
O 2.4857 4.1994 -0.8795
N 1.9054 4.1696 1.1368
N 0.4060 3.9543 -0.3383
H 2.8261 4.1059 1.5471
H 1.2135 3.7873 1.7655
H -0.1686 3.8142 0.4804
H -0.0175 3.9172 -1.2544
C -0.9611 3.5134 3.2936
O -0.7061 3.6029 2.1225
N -1.6327 2.6063 3.8674
N -0.4338 4.2896 4.1550
H -1.9882 2.8400 4.7834
H -2.1446 1.9172 3.3352
H -0.5667 4.1306 5.1435
H 0.1835 4.9747 3.7431
C -2.4952 -3.9628 -0.0712
O -2.1920 -3.9905 1.1286
N -3.0879 -4.9913 -0.6519
N -2.3052 -2.9940 -0.8781
H -3.4268 -5.7742 -0.1113
H -3.1284 -4.9423 -1.6599
H -1.9203 -2.1300 -0.5241
H -2.2659 -3.1375 -1.8771
C -1.5204 -3.1723 -5.1636
O -1.2082 -4.3030 -5.5917
N -2.6231 -2.5801 -5.4966
N -0.9101 -2.4927 -4.2277
H -2.7309 -1.5926 -5.3140
H -3.1710 -2.9640 -6.2533
H -1.2016 -1.5393 -4.0657
H 0.0058 -2.8803 -4.0516
C -4.1468 2.2342 0.0250
O -3.7866 2.3942 -1.1417
N -3.9030 3.0678 0.9860
N -4.9848 1.3729 0.2934
H -4.2312 2.8853 1.9236
H -3.1933 3.7370 0.7243
H -5.1572 0.8317 -0.5418
H -5.5042 1.3438 1.1590
C -1.9694 0.2996 -6.9336
O -2.5656 0.4305 -5.8627
N -0.7074 0.0787 -7.1874
N -2.6856 0.3838 -7.9862
H -0.3475 -0.3308 -8.0376
H -0.1079 0.5142 -6.5010
H -3.6726 0.5674 -7.8758
H -2.3182 0.5470 -8.9127
C -1.1479 -0.5777 8.6259
O -2.2049 -0.9542 9.1789
N -0.9259 -0.6147 7.3015
N -0.1078 -0.2422 9.2703
H -0.2620 0.0534 6.9368
H -1.5390 -1.1277 6.6842
H 0.6502 0.0804 8.6858
H -0.1123 -0.2566 10.2802
*
```

The calculation puts the energy above the lowest of the compared OMol25 structures with the same formula, charge and spin at 4.387 eV. The molar mass is 1441.42 u.

=====

(2)
DFT (ωB97M-V/def2-TZVPD) results for a structure of composition C28H13BrF10FeN2O7P2S4.

```
! wB97M-V def2-TZVPD RIJCOSX def2/J DEFGRID3
* xyz -1 6
Fe -0.7553 1.4574 0.7879
O -5.6530 4.4579 -2.9006
C -4.7934 3.9154 -2.2654
S -5.1150 2.7444 -0.9750
C -3.4563 2.3351 -0.6124
C -2.4740 2.9939 -1.3748
S -0.8134 2.7831 -1.2715
S -3.0630 4.1073 -2.5871
S -3.1990 1.1447 0.5484
F -2.0562 -2.1611 -7.2356
C -1.5355 -1.8220 -6.0576
C -0.1687 -1.8503 -5.8697
F 0.6308 -2.2165 -6.8728
C 0.3597 -1.5020 -4.6396
F 1.6911 -1.5554 -4.5435
C -0.4307 -1.1051 -3.5667
P 0.2948 -0.6431 -1.9116
C 0.8899 -2.2917 -1.3820
C 2.0737 -2.9111 -1.7764
C 2.3973 -4.1681 -1.2887
C 1.5441 -4.8201 -0.4087
C 0.3679 -4.2073 -0.0048
C 0.0490 -2.9445 -0.4817
C 1.7492 0.3137 -2.4640
C 1.5761 1.2719 -3.4626
C 2.6138 2.1189 -3.8157
C 3.8363 2.0300 -3.1642
C 4.0081 1.0958 -2.1541
C 2.9709 0.2441 -1.7999
C -1.8118 -1.0923 -3.7860
Br -3.0215 -0.6527 -2.4168
C -2.3538 -1.4443 -5.0105
F -3.6720 -1.4358 -5.2166
H 2.7497 -2.4107 -2.4541
H 3.3236 -4.6382 -1.5944
H 1.8051 -5.7988 -0.0263
H -0.2923 -4.6980 0.6985
H -0.8522 -2.4503 -0.1352
H 0.6198 1.3655 -3.9656
H 2.4624 2.8561 -4.5939
H 4.6461 2.6955 -3.4345
H 4.9505 1.0330 -1.6251
H 3.1115 -0.4596 -0.9918
F 0.0033 -0.2618 1.8037
P 1.6885 -0.0445 2.0052
F 1.3680 1.0681 3.1034
F 1.8913 -1.1305 0.8466
F 1.5021 1.1293 0.8290
F 1.6862 -1.1796 3.1143
F 3.2443 0.2330 2.0946
O -0.9592 4.3413 3.7561
C -0.9901 3.2068 3.3195
O -0.9313 2.8827 2.0718
C -0.9984 2.0628 4.3210
C -0.3856 2.2559 5.5515
C -0.3231 1.2034 6.4445
C -0.8655 -0.0396 6.1805
C -1.4983 -0.1845 4.9644
C -1.5748 0.8369 4.0366
N -2.0989 -1.4901 4.6310
O -2.6591 -1.5941 3.5598
O -2.0652 -2.3576 5.4816
N 0.3545 1.4033 7.7416
O 0.3897 0.4617 8.5098
O 0.8539 2.4876 7.9562
H 0.0466 3.2164 5.7894
H -0.7992 -0.8504 6.8874
H -2.0840 0.6585 3.1032
*
```

The calculation puts the energy above the lowest of the compared OMol25 structures with the same formula, charge and spin at 0.363 eV. The molar mass is 1005.36 u. As for the expectation value of S²: 8.7714.

=====

Short version: largest force on an atom = 0.1777; 0.0116 hartree/bohr, in the order given.
Short version: E_tot = -145439.5435; -240088.5361 eV, in the order given.